1.
Formula: C25H46BrN2ORh
Source: the OMol25 dataset
Level of theory: ωB97M-V with the def2-TZVPD basis set

The geometry in XYZ format:
```
76
Properties=species:S:1:pos:R:3:forces:R:3:lowdin_charge:R:1
Rh 0.059461 -0.234572 -0.309734 -0.8 -0.4 0.3 0.6604
C 5.090713 5.612075 1.302340 0.0 0.0 0.0 -0.0493
C 5.063517 4.795750 0.003042 0.0 0.0 0.0 -0.5614
C 5.127660 5.751007 -1.196867 0.0 0.0 0.0 -0.0467
C 6.302609 3.901000 -0.026310 0.0 0.0 0.0 -0.0708
C 3.775992 3.981570 -0.073021 0.0 0.0 0.0 -0.1847
C 3.747143 2.611631 -0.262054 0.0 0.1 0.0 -0.0939
C 2.525945 1.972225 -0.358092 0.1 0.0 0.0 -0.5348
Br 2.587429 0.083339 -0.637467 0.2 -0.1 0.0 0.8747
C 1.256102 2.571516 -0.288465 -0.2 0.1 0.0 -0.4052
O 0.153460 1.878830 -0.405526 0.3 0.2 0.2 -0.2675
C 1.300918 3.986831 -0.070525 0.0 0.0 0.0 -0.0799
C 2.536945 4.612233 0.012086 0.0 0.0 0.0 -0.0041
C 0.080639 4.919685 0.038819 0.0 0.0 0.0 -0.5311
C 0.185750 5.772717 1.315024 0.0 0.0 0.0 -0.0499
C 0.057430 5.845883 -1.186837 0.0 0.0 0.0 -0.0424
C -1.266663 4.209472 0.103916 0.0 0.0 0.0 -0.0730
H 6.020725 6.180801 1.373207 0.0 0.0 0.0 0.0826
H 5.023151 4.955900 2.171581 0.0 0.0 0.0 0.0897
H 4.262928 6.319817 1.351282 0.0 0.0 0.0 0.0736
H 6.063518 6.314518 -1.189128 0.0 0.0 0.0 0.0824
H 4.302706 6.464601 -1.178850 0.0 0.0 0.0 0.0772
H 5.067102 5.195411 -2.133857 0.0 0.0 0.0 0.0898
H 7.200351 4.516496 0.051446 0.0 0.0 0.0 0.0830
H 6.368492 3.334479 -0.956534 0.0 0.0 0.0 0.0843
H 6.307071 3.195504 0.806607 0.0 0.0 0.0 0.0871
H 4.651929 2.026794 -0.338595 0.0 0.0 0.0 0.0895
H 2.537462 5.685509 0.151377 0.0 0.0 0.0 0.0965
H 1.056357 6.426787 1.317521 0.0 0.0 0.0 0.0708
H 0.243437 5.134553 2.199083 0.0 0.0 0.0 0.0879
H -0.699681 6.405801 1.407805 0.0 0.0 0.0 0.0831
H 0.962307 6.450566 -1.251657 0.0 0.0 0.0 0.0762
H -0.799608 6.521840 -1.134198 0.0 0.0 0.0 0.0833
H -0.022546 5.261793 -2.105161 0.0 0.0 0.0 0.0923
H -1.322828 3.559262 0.977977 0.0 0.0 0.0 0.0681
H -1.445379 3.606420 -0.781004 0.0 0.0 0.0 0.0693
H -2.054174 4.962844 0.188330 0.0 0.0 0.0 0.0896
C -2.773068 1.231098 -0.379142 -0.1 -0.1 -0.1 -0.0922
N -2.240227 -0.104173 -0.100590 0.1 0.1 0.4 -0.3164
C -2.897457 -1.058345 -0.996187 -0.1 0.1 0.1 -0.0922
C -2.488383 -0.466368 1.314612 0.1 0.3 -0.1 -0.1654
C -1.606167 0.328816 2.284517 -0.1 -0.1 -0.2 -0.1823
N -0.190472 0.008776 2.161203 0.0 0.1 0.7 -0.3025
C 0.639753 1.090480 2.682022 -0.1 0.1 -0.1 -0.0839
C 0.139918 -1.203196 2.888389 0.0 0.1 0.1 -0.0982
H -3.868692 1.230810 -0.283826 0.0 0.0 0.0 0.0991
H -2.496401 1.521699 -1.390365 0.0 0.0 0.0 0.0964
H -2.348185 1.959978 0.294787 0.0 0.0 0.0 0.0373
H -3.986166 -1.055340 -0.837631 0.0 0.0 0.0 0.0943
H -2.507769 -2.056959 -0.821836 0.0 0.0 0.0 0.0549
H -2.692959 -0.780572 -2.028190 0.0 0.0 0.0 0.0949
H -2.307248 -1.535171 1.416751 0.0 0.0 0.0 0.0934
H -3.541951 -0.274548 1.568038 0.0 0.0 0.0 0.1275
H -1.953715 0.157075 3.316548 -0.1 0.0 0.0 0.1281
H -1.721378 1.392305 2.076847 0.0 0.0 0.1 0.1024
H 0.453839 1.258718 3.755099 0.0 0.0 0.0 0.0933
H 0.433377 2.006646 2.131360 0.0 0.0 0.0 0.0716
H 1.691217 0.834534 2.546238 0.0 0.0 0.0 0.0884
H -0.017946 -1.074705 3.972516 0.0 0.0 0.0 0.0959
H 1.185884 -1.445944 2.711135 0.0 0.0 0.1 0.0798
H -0.467488 -2.032876 2.541631 0.0 0.0 0.1 0.0533
C -1.052968 -3.974062 0.605543 0.0 0.1 -0.1 -0.0560
C 0.190000 -3.472866 -0.150845 -0.3 -0.2 0.1 -0.6362
C 1.423047 -3.668456 0.739314 0.1 0.2 0.0 -0.0474
C 0.367187 -4.341032 -1.407309 0.0 0.1 0.0 -0.0710
C 0.048645 -2.025928 -0.561649 0.9 0.6 -0.4 -0.1973
H -0.895623 -5.003028 0.932681 0.0 0.0 0.0 0.0899
H -1.939027 -3.956894 -0.031037 0.0 0.0 0.0 0.0759
H -1.261101 -3.373197 1.486482 0.0 0.0 0.0 0.0476
H 1.567127 -4.734614 0.921526 0.0 0.0 0.0 0.0894
H 1.315219 -3.173512 1.698747 0.0 0.0 0.0 0.0504
H 2.319364 -3.275580 0.256889 0.0 0.0 0.0 0.0828
H 0.434724 -5.396758 -1.137744 0.0 0.0 0.0 0.0835
H 1.278342 -4.064292 -1.939442 0.0 0.0 0.0 0.0858
H -0.476351 -4.215567 -2.088610 0.0 0.0 0.0 0.0837
H 0.187827 -1.853536 -1.640931 -0.1 -0.8 -0.7 0.0445
```
Forces are in eV/Å.

Charge   0
ΔE to the lowest compared entry with this formula, charge and spin   27.4 kcal per mole
Electronic energy   -104747.23282 eV


2.
Formula: C5H11NO
Source: the OMol25 dataset
Level of theory: ωB97M-V with the def2-TZVPD basis set

The geometry in XYZ format:
```
18
Properties=species:S:1:pos:R:3:forces:R:3:lowdin_charge:R:1
C 1.156694 -0.367168 1.809954 0.0 0.0 0.0 -0.1098
C 0.026140 -1.254010 1.308160 -0.3 0.1 0.2 -0.2827
C -1.183793 -0.432532 0.880155 0.1 1.3 -0.8 -0.1451
N -0.886769 0.756431 -0.146514 -0.2 -1.2 0.1 0.0819
C -0.416049 0.292937 -1.334781 0.0 -0.6 -0.2 -0.5712
C -0.242653 1.178951 -2.568429 0.0 0.0 0.1 -0.0070
O -0.171631 -0.897733 -1.459431 0.0 0.0 -0.5 0.0128
H 1.833581 -0.895670 2.485993 0.0 0.1 -0.1 0.0678
H 1.743976 0.017112 0.967452 -0.1 -0.1 0.1 0.0727
H 0.736834 0.502647 2.329828 0.2 -0.1 0.1 0.0700
H 0.369041 -1.958885 0.540055 -0.2 0.4 0.2 0.0996
H -0.476949 -1.838557 2.101747 0.8 0.0 0.1 0.1106
H -1.898978 -1.187676 0.484649 0.2 1.1 -0.4 0.1203
H -1.602621 -0.009477 1.802329 0.0 0.3 -0.5 0.1068
H -1.006832 1.784269 -0.129213 -0.3 -1.3 1.0 0.1382
H 0.751002 0.977162 -2.981261 -0.2 0.1 0.2 0.0821
H -0.378229 2.259347 -2.461868 0.0 -0.2 0.2 0.0679
H -0.960174 0.810305 -3.311579 0.1 0.1 0.2 0.0850
```
Forces are in eV/Å.

Charge   0
ΔE to the lowest compared entry with this formula, charge and spin   20.1 kcal per mole
Electronic energy   -8900.82386 eV
SMILES   CCCNC(C)=O


3.
Formula: C43H45BF4N3O3SSbSiTl
Source: the OMol25 dataset
Level of theory: ωB97M-V with the def2-TZVPD basis set

The geometry in XYZ format:
```
103
Properties=species:S:1:pos:R:3:forces:R:3:lowdin_charge:R:1
Tl 0.171926 -0.029692 1.124374 0.0 -0.1 -0.1 0.9552
C -1.958855 -1.760849 5.110318 0.0 0.0 0.0 -0.0475
C -1.051483 -0.991309 4.353527 0.0 0.0 0.0 -0.1173
N -0.495695 -1.441002 3.256854 0.0 0.0 0.0 0.0705
C -0.783551 -2.689229 2.812642 0.0 0.0 0.0 -0.1726
C -1.704289 -3.520022 3.486303 0.0 0.0 0.0 -0.1688
C -2.286375 -3.009668 4.669435 0.0 0.0 0.0 -0.0221
C -2.017266 -4.798752 2.967789 0.0 0.0 0.0 -0.0643
C -1.418918 -5.202347 1.808515 0.0 0.0 0.0 -0.0888
C -0.483936 -4.393613 1.137256 0.0 0.0 0.0 -0.0427
C -0.122818 -3.140617 1.609907 0.0 0.0 0.0 -0.2304
N 0.743459 -2.267737 1.006036 0.0 0.0 0.0 -0.0123
C 1.817567 -2.662304 0.267524 0.0 0.0 0.0 -0.2216
C 2.406459 -3.920589 0.267358 0.0 0.0 0.0 -0.0301
C 3.555892 -4.205081 -0.489359 0.0 0.0 0.0 -0.0923
C 4.159580 -3.259931 -1.266662 0.0 0.0 0.0 -0.0716
C 3.628665 -1.949259 -1.276326 0.0 0.0 0.0 -0.1584
C 4.221954 -0.897171 -2.006175 0.0 0.0 0.0 -0.0093
C 3.709420 0.365055 -1.933136 0.0 0.0 0.0 -0.0330
C 2.578078 0.584187 -1.130791 0.0 0.1 0.0 -0.1381
N 1.977988 -0.384761 -0.479135 0.0 0.0 0.1 0.0530
C 2.476243 -1.645200 -0.520507 0.0 0.0 0.0 -0.1465
H -2.388430 -1.348676 6.013406 0.0 0.0 0.0 0.1022
H -0.778568 0.018083 4.643143 0.0 0.0 0.0 0.1009
H -2.995610 -3.625128 5.211593 0.0 0.0 0.0 0.1125
H -2.728359 -5.427809 3.488664 0.0 0.0 0.0 0.1015
H -1.663305 -6.169840 1.385516 0.0 0.0 0.0 0.0996
H -0.048777 -4.754422 0.215885 0.0 0.0 0.0 0.0961
H 1.994992 -4.697313 0.894558 0.0 0.0 0.0 0.0983
H 3.966563 -5.207341 -0.444039 0.0 0.0 0.0 0.0999
H 5.036490 -3.483572 -1.861058 0.0 0.0 0.0 0.1054
H 5.094640 -1.110542 -2.613117 0.0 0.0 0.0 0.1192
H 4.145648 1.193330 -2.474646 0.0 0.0 0.0 0.1088
H 2.157268 1.574912 -1.010705 0.0 0.0 0.0 0.0967
C 2.194599 3.267399 2.681400 0.0 0.0 0.0 -0.1232
S 1.688937 1.697815 3.318853 0.0 0.0 0.0 0.4115
O 1.970031 0.745515 2.184728 0.0 0.0 0.0 -0.4383
O 2.501886 1.402700 4.471472 0.0 0.0 0.0 -0.3231
O 0.251714 1.773519 3.549478 0.0 0.0 0.0 -0.3779
H 1.976155 4.014875 3.441029 0.0 0.0 0.0 0.0697
H 1.638165 3.474791 1.770129 0.0 0.0 0.0 0.0484
H 3.262821 3.224561 2.483145 0.0 0.0 0.0 0.0697
C -2.712271 1.170830 -0.824562 0.0 0.0 0.0 -0.2161
Si -2.250423 0.685932 0.913086 0.0 0.0 0.0 0.4333
C -3.246246 -0.825816 1.416374 0.0 0.0 0.0 -0.2019
C -2.534258 2.093746 2.090837 0.0 0.0 0.0 -0.1942
H -3.738789 1.552461 -0.800589 0.0 0.0 0.0 0.0450
H -2.682296 0.327461 -1.517231 0.0 0.0 0.0 0.0122
H -2.061073 1.960925 -1.197578 0.0 0.0 0.0 -0.0014
H -4.304686 -0.625252 1.222149 0.0 0.0 0.0 0.0361
H -3.135773 -1.044601 2.480243 0.0 0.0 0.0 0.0154
H -2.965811 -1.719573 0.854220 0.0 0.0 0.0 0.0315
H -3.600602 2.341754 2.093081 0.0 0.0 0.0 0.0381
H -1.968894 2.969377 1.766431 0.0 0.0 0.0 0.0320
H -2.218084 1.846273 3.103561 0.0 0.0 0.0 0.0172
F -0.606003 4.484870 0.328312 0.0 0.0 0.0 0.1219
B 0.140922 3.834578 -0.652051 -0.1 0.0 0.0 -1.2927
F 0.416256 2.494656 -0.211310 -0.1 0.1 0.1 -0.0044
F -0.586880 3.755921 -1.854633 0.0 0.0 0.0 0.0853
F 1.366397 4.470541 -0.874314 0.1 0.0 0.0 0.1107
C 0.610080 0.689419 -6.888541 0.0 0.0 0.0 -0.0526
C 1.341084 1.698207 -6.041581 0.0 0.0 0.0 -0.3018
C 2.203921 2.594957 -6.668597 0.0 0.0 0.0 -0.0646
C 2.868017 3.585844 -5.959132 0.0 0.0 0.0 -0.0928
C 2.668335 3.704623 -4.594339 0.0 0.0 0.0 -0.0811
C 1.817559 2.813938 -3.954081 0.0 0.0 0.0 -0.1348
C 1.162944 1.797553 -4.652316 0.0 0.0 0.0 -0.3198
Sb -0.058001 0.565741 -3.377339 0.0 0.0 -0.1 1.6201
C -1.730592 0.265890 -4.712929 0.0 0.0 0.0 -0.3330
C -2.044309 -0.987878 -5.229690 0.0 0.0 0.0 -0.1376
C -3.154754 -1.175606 -6.041446 0.0 0.0 0.0 -0.0975
C -3.968222 -0.094721 -6.345414 0.0 0.0 0.0 -0.0991
C -3.662710 1.159044 -5.836852 0.0 0.0 0.0 -0.0616
C -2.552658 1.359218 -5.018880 0.0 0.0 0.0 -0.3114
C -2.229922 2.740695 -4.515559 0.0 0.0 0.0 -0.0598
C 0.894994 -1.329100 -3.754597 0.0 0.0 0.0 -0.3286
C 2.036483 -1.444263 -4.542520 0.0 0.0 0.0 -0.1321
C 2.687344 -2.661801 -4.694035 0.0 0.0 0.0 -0.0947
C 2.204414 -3.781905 -4.037170 0.0 0.0 0.0 -0.0925
C 1.082383 -3.675302 -3.229062 0.0 0.0 0.0 -0.0538
C 0.421482 -2.460345 -3.071235 0.0 0.0 0.0 -0.3167
C -0.771038 -2.376752 -2.154131 0.0 0.0 0.0 -0.0665
H 1.091421 0.589357 -7.862427 0.0 0.0 0.0 0.0763
H -0.425307 0.996252 -7.051935 0.0 0.0 0.0 0.0819
H 0.575755 -0.292714 -6.418663 0.0 0.0 0.0 0.0551
H 2.350581 2.516312 -7.740614 0.0 0.0 0.0 0.1022
H 3.529565 4.269190 -6.477907 0.0 0.0 0.0 0.0960
H 3.156270 4.486497 -4.026417 0.0 0.0 0.0 0.1053
H 1.638210 2.939085 -2.891840 0.0 0.0 0.0 0.0685
H -1.399336 -1.833895 -5.015534 0.0 0.0 0.0 0.0889
H -3.379092 -2.159620 -6.434950 0.0 0.0 0.0 0.0959
H -4.839033 -0.225256 -6.976317 0.0 0.0 0.0 0.0945
H -4.297063 2.005416 -6.076794 0.0 0.0 0.0 0.1038
H -3.048182 3.432506 -4.715379 0.0 0.0 0.0 0.0791
H -1.331046 3.131130 -5.000532 0.0 0.0 0.0 0.0820
H -2.031342 2.756103 -3.441982 0.0 0.0 0.0 0.0434
H 2.435263 -0.567029 -5.039902 0.0 0.0 0.0 0.0915
H 3.573928 -2.729264 -5.313454 0.0 0.0 0.0 0.0994
H 2.711076 -4.734310 -4.133328 0.0 0.0 0.0 0.1007
H 0.722938 -4.544991 -2.690075 0.0 0.0 0.0 0.1079
H -1.003829 -3.348968 -1.719286 0.0 0.0 0.0 0.0765
H -1.661123 -2.018195 -2.678413 0.0 0.0 0.0 0.0661
H -0.575880 -1.689915 -1.324515 0.0 0.0 0.0 0.0405
```
Forces are in eV/Å.

Charge   -1
ΔE to the lowest compared entry with this formula, charge and spin   2.5 kcal per mole
Electronic energy   -97436.78056 eV


4.
Formula: C11H13BrNO
Source: the OMol25 dataset
Level of theory: ωB97M-V with the def2-TZVPD basis set

The geometry in XYZ format:
```
27
Properties=species:S:1:pos:R:3:forces:R:3:lowdin_charge:R:1
C 1.369135 -0.031872 3.277016 -0.2 2.6 1.1 -0.0619
C 0.347573 -0.936658 3.236213 0.0 -1.5 -1.3 -0.0412
C 1.677686 0.793844 2.179971 1.9 1.4 1.4 -0.0589
C -0.149522 -1.227167 1.952902 3.5 2.8 -1.4 0.0007
C 1.512519 0.356951 0.876472 -1.0 1.6 -0.3 -0.3004
C 0.485325 -0.626601 0.795898 -1.7 -0.1 0.7 -0.1695
C 1.946092 1.144255 -0.367082 -1.1 -1.6 1.0 -0.4954
C -0.749307 1.062608 -1.431529 0.1 -3.2 -3.8 -0.0778
C 0.093760 -1.030222 -0.585033 -0.4 -1.4 -1.4 -0.0450
C -2.322124 -0.631452 -0.656959 -0.8 -3.8 -1.9 -0.0063
C -0.233198 1.522677 -2.549536 -0.3 -3.9 -2.4 -0.0368
N -1.139297 -0.388916 -1.439750 4.3 3.1 1.1 -0.0659
O -0.006779 0.553736 -3.642227 -0.2 0.9 3.8 -0.0032
Br 3.594835 1.849652 -0.307957 0.7 0.3 0.5 0.8439
H 1.809141 0.377333 4.200491 -0.5 -0.7 -0.1 0.1250
H -0.002488 -1.577930 4.041723 0.2 0.5 0.2 0.1234
H 2.060228 1.850474 2.486568 0.0 -2.2 -1.0 0.1514
H -0.758884 -2.028593 1.803569 -2.0 -1.9 -0.4 0.0792
H 0.979638 -0.923243 -1.161858 0.3 0.3 -1.1 0.1075
H -0.173162 -2.057485 -0.646801 -0.2 -1.0 0.2 0.1242
H -2.135739 -1.035946 0.311607 0.6 -0.3 0.5 0.0821
H -3.079495 0.048401 -0.516578 -1.1 2.5 -0.4 0.0872
H -2.736208 -1.413018 -1.305089 -0.8 -0.3 0.9 0.1278
H -1.389150 1.592415 -0.898270 -1.7 2.8 3.2 0.0926
H 0.048127 2.499897 -2.615926 0.7 2.5 -0.9 0.1060
H -1.060589 -0.620058 -2.505647 -0.4 -0.3 2.2 0.2116
H 0.011884 0.876917 -4.532190 0.1 1.0 -0.5 0.0999
```
Forces are in eV/Å.

Charge   +1
ΔE to the lowest compared entry with this formula, charge and spin   49.8 kcal per mole
Electronic energy   -85184.10646 eV